No. 1
A gas-phase ion, C21H29N2O2 (charge +1), computed with ωB97M-V/def2-TZVPD.

Structure (XYZ):
```
54
Properties=species:S:1:pos:R:3:lowdin_charge:R:1
C -0.0777 -0.4375 2.5599 -0.03
C 0.1420 1.0637 2.5544 -0.16
N 0.1966 1.6496 1.1955 -0.11
C 0.5505 3.0826 1.2502 -0.09
C 0.9607 3.5602 -0.1501 -0.13
N 0.1889 2.9167 -1.1922 -0.17
C 0.8954 2.1542 -2.1890 -0.14
C 1.1783 0.6776 -1.8764 -0.13
O 1.8826 0.5551 -0.6341 -0.10
C 2.4276 -0.7159 -0.4232 -0.20
C 3.8004 -0.8407 -0.3205 0.01
C 4.3705 -2.0836 -0.1031 -0.07
C 3.5604 -3.1994 -0.0085 -0.06
C 2.1833 -3.0846 -0.1067 0.00
C 1.5975 -1.8421 -0.3035 -0.21
O 0.2523 -1.6042 -0.3679 -0.09
C -0.6595 -2.6974 -0.3177 -0.13
C -2.0387 -2.0962 -0.3852 -0.22
C -2.4341 -1.4106 -1.5287 -0.05
C -3.6755 -0.8028 -1.5864 -0.07
C -4.5362 -0.8801 -0.5036 -0.07
C -4.1522 -1.5686 0.6345 -0.07
C -2.9057 -2.1692 0.6968 -0.05
C -1.1041 2.4755 -0.7575 -0.13
C -1.0624 1.4744 0.4311 -0.07
H -1.0299 -0.7083 2.1126 0.06
H -0.0757 -0.7867 3.5888 0.10
H 0.7248 -0.9449 2.0320 0.08
H 1.0900 1.2881 3.0489 0.14
H -0.6595 1.5656 3.1034 0.14
H 0.9403 1.1651 0.6160 0.15
H 1.3766 3.2306 1.9466 0.14
H -0.3158 3.6351 1.6204 0.14
H 2.0205 3.3580 -0.3119 0.13
H 0.8141 4.6474 -0.2024 0.13
H 1.8361 2.6692 -2.3873 0.13
H 0.3070 2.1728 -3.1116 0.13
H 1.7946 0.2626 -2.6805 0.15
H 0.2442 0.1104 -1.8276 0.11
H 4.4099 0.0442 -0.4161 0.13
H 5.4412 -2.1768 -0.0232 0.11
H 3.9964 -4.1739 0.1440 0.11
H 1.5707 -3.9680 -0.0287 0.11
H -0.5278 -3.2581 0.6149 0.13
H -0.4849 -3.3671 -1.1691 0.15
H -1.7688 -1.3659 -2.3792 0.12
H -3.9772 -0.2801 -2.4813 0.11
H -5.5084 -0.4149 -0.5521 0.11
H -4.8249 -1.6432 1.4751 0.11
H -2.6138 -2.7138 1.5835 0.12
H -1.6276 2.0155 -1.5952 0.13
H -1.6729 3.3626 -0.4603 0.13
H -1.1092 0.4441 0.0777 0.10
H -1.9108 1.6538 1.0946 0.14
```

Summary:
- LUMO level (eV) = -2.0
- net charge = +1
- electronic energy (a.u.) = -1077.36588
- relative energy (zero: lowest compared OMol25 entry of this formula, charge and spin) (kJ/mol) = 101.37
- largest force on an atom (eV/Å) = 0.8
- SMILES string = CC[NH+]1CCN(CCOc2ccccc2OCc2ccccc2)CC1
- gap between HOMO and LUMO (eV) = 9.51
- E_HOMO (eV) = -11.48

=====

No. 2
2 unconnected molecules or ions with the total composition C8H10NO2 in a non-equilibrium geometry, computed with ωB97M-V/def2-TZVPD.

Structure (XYZ):
```
21
Properties=species:S:1:pos:R:3:lowdin_charge:R:1
C 1.9345 -2.0341 -0.4041 -0.02
C 2.7096 -1.1668 0.2589 -0.02
C 0.6307 -1.6127 -0.6984 0.01
C 2.3674 0.2091 0.4625 0.04
C 0.3073 -0.3134 -0.5254 -0.04
C -3.6160 0.8860 0.1614 0.09
C -3.8016 -0.5173 -0.2329 -0.41
C 0.6525 1.8617 0.2288 0.01
N 1.1339 0.5086 0.1034 -0.13
O -4.4502 0.1757 0.8517 0.07
O -2.8451 -1.4236 0.1041 0.03
H 2.3488 -3.0758 -0.5449 0.16
H 3.5905 -1.5832 0.7323 0.13
H -0.1745 -2.0893 -1.2656 0.14
H 2.9643 1.1013 0.8996 0.18
H -0.7285 0.0373 -0.5831 0.14
H -4.4956 -0.7408 -1.0668 0.16
H -0.4681 1.9443 0.4978 0.13
H 1.3350 2.3149 1.0196 0.12
H 0.6373 2.3380 -0.7458 0.11
H -3.1700 -2.3088 0.1820 0.10
```

Summary:
- LUMO level (eV) = -4.3
- net charge = +1
- electronic energy (a.u.) = -515.67080
- relative energy (zero: lowest compared OMol25 entry of this formula, charge and spin) (kJ/mol) = 470.41
- largest force on an atom (eV/Å) = 3.7
- gap between HOMO and LUMO (eV) = 8.34
- E_HOMO (eV) = -12.66

=====

No. 3
A molecular structure, C28H20N4O5Os in a non-equilibrium geometry, computed with ωB97M-V/def2-TZVPD.

Structure (XYZ):
```
58
Properties=species:S:1:pos:R:3:lowdin_charge:R:1
Os 0.9615 -0.0777 0.1113 1.76
O 1.1024 1.8398 0.7414 -0.14
C 0.3256 2.6495 0.0860 -0.35
C -0.0004 3.8534 0.8100 0.04
C -0.8779 4.8109 0.3131 -0.08
C -1.6606 4.4877 -0.7510 -0.01
C -1.6483 3.0477 -1.2695 -0.15
C -0.2690 2.4384 -1.1538 -0.14
C 0.1478 1.4551 -2.0904 -0.06
N 0.8659 0.3997 -1.8143 -0.18
N 0.9852 -0.6307 -2.8019 0.12
C 0.8812 -1.7384 -2.1511 -0.43
O 0.7340 -1.8239 -0.8635 -0.18
C 0.8874 -3.0584 -2.9249 -0.14
C 0.2907 -4.2104 -2.4156 -0.01
C 0.3173 -5.3872 -3.1909 -0.08
C 0.7635 -5.4224 -4.4986 -0.08
C 1.3453 -4.2591 -4.9959 -0.07
C 1.3964 -3.1178 -4.1974 -0.05
H 0.5021 3.9555 1.7553 0.12
H -0.8844 5.7385 0.7946 0.09
H -2.3168 5.3134 -1.1903 0.14
H -2.1501 3.0309 -2.2164 0.12
H -0.2681 1.4765 -3.1111 0.15
H -0.1093 -4.1881 -1.4381 0.10
H -0.0429 -6.2541 -2.7143 0.08
H 0.7190 -6.3180 -5.0728 0.09
H 1.6793 -4.2716 -6.0150 0.10
H 1.9349 -2.2544 -4.6178 0.12
O -3.1364 1.4720 3.2857 0.06
C -3.3445 1.9503 2.0232 -0.24
C -4.5604 2.6556 1.8211 0.04
C -4.8274 3.1423 0.5121 -0.08
C -4.0646 2.8522 -0.5334 -0.07
C -2.7804 2.1106 -0.4624 -0.15
C -2.5579 1.6176 0.9455 -0.06
C -1.5536 0.6471 1.0861 -0.40
O -1.0629 0.2075 -0.0803 -0.19
N -1.0095 0.2898 2.2185 0.08
N 0.2071 -0.3969 2.0278 -0.11
C 0.9296 -0.6515 3.0640 -0.04
C 2.2655 -1.1862 2.9540 -0.14
C 2.7905 -1.7687 4.1262 -0.04
C 4.0877 -2.2754 4.2219 -0.06
C 4.9509 -2.0521 3.1014 -0.04
C 4.4351 -1.4858 1.9425 -0.01
C 3.1166 -1.0838 1.8491 -0.32
O 2.7631 -0.5975 0.6568 -0.22
H -2.3448 0.8788 3.2315 0.07
H -5.1488 2.8033 2.6890 0.11
H -5.7452 3.7182 0.3339 0.12
H -4.3334 3.1548 -1.5588 0.13
H -2.8523 1.1645 -1.0708 0.17
H 0.4839 -0.5387 4.0614 0.15
H 2.1896 -1.8281 4.9861 0.09
H 4.4452 -2.7019 5.1285 0.09
H 5.9800 -2.2836 3.2078 0.09
H 5.0653 -1.2993 1.1145 0.11
```

Summary:
- LUMO level (spin up / spin down) (eV) = -0.1 / -2.0
- net charge = 0
- expectation value of S² = 6.071
- multiplicity = 5
- electronic energy (a.u.) = -1764.75053
- relative energy (zero: lowest compared OMol25 entry of this formula, charge and spin) (kJ/mol) = 166.85
- largest force on an atom (eV/Å) = 2.8
- gap between HOMO and LUMO (spin up / spin down) (eV) = 6.85 / 6.18
- E_HOMO (spin up / spin down) (eV) = -6.97 / -8.14

=====

Q: What is the relative energy (zero: lowest compared OMol25 entry of this formula, charge and spin) in the second record?
A: 470.41 kJ/mol

=====

Q: Which formula does entry 3 have?
A: C28H20N4O5Os

=====

Q: Which of these has the highest relative energy (zero: lowest compared OMol25 entry of this formula, charge and spin)?
A: C8H10NO2